Here is a single C4H7NO molecule from the OMol25 dataset. Energies are from ωB97M-V/def2-TZVPD.

XYZ file:
```
13
Properties=species:S:1:pos:R:3
O 2.58985 -0.73216 -0.29645
N 1.82678 0.29407 0.24397
C 0.58103 0.07788 0.20046
C -0.43809 -0.96203 -0.24869
C -1.55861 0.06660 0.09600
C -0.47037 1.14303 0.30384
H 3.48302 -0.37791 -0.19708
H -0.38604 -1.25359 -1.30306
H -0.43403 -1.85948 0.37277
H -2.29614 0.29833 -0.67858
H -2.10079 -0.20517 1.00638
H -0.27863 1.66434 -0.63758
H -0.51798 1.84609 1.13802
```

Computed properties:
Structure (SMILES) = ON=C1CCC1
Energy above the lowest of the compared OMol25 structures with the same formula, charge and spin = 74.0 kcal per mole
Strongest force on any atom = 0.719 eV/Å
Electronic energy = -286.5137 hartree
HOMO-LUMO gap = 10.459 eV



Here is a molecular structure, C29H25CuFN5O6S2Te from the OMol25 dataset. Energies are from ωB97M-V/def2-TZVPD.

XYZ file:
```
70
Properties=species:S:1:pos:R:3
Cu 0.40348 0.33479 1.57224
O 0.16476 0.51027 5.63922
C 0.09720 0.62386 4.40568
N 0.23033 -0.28471 3.46372
C 0.78080 -1.55785 3.80732
C 1.98475 -1.83421 2.92167
C 3.00745 -2.67803 3.34312
C 4.12054 -2.86048 2.54148
C 4.18064 -2.20272 1.32355
C 3.10759 -1.40496 0.96340
N 2.03778 -1.21889 1.73269
C -0.14128 2.01606 3.82274
C -0.77175 2.98678 4.58788
C -0.98878 4.23754 4.03983
C -0.53813 4.49525 2.75341
C 0.10621 3.47679 2.07388
N 0.29817 2.26289 2.58253
H 0.05322 -2.36861 3.64163
H 1.08976 -1.61990 4.85760
H 2.93139 -3.15639 4.31076
H 4.93426 -3.49634 2.86809
H 5.02538 -2.30896 0.65871
H 3.08690 -0.90197 0.00278
H -1.08183 2.72417 5.58820
H -1.50513 5.00460 4.60387
H -0.68559 5.45533 2.28038
H 0.48506 3.63414 1.06920
C -0.63453 -3.40196 0.63933
S -0.09941 -2.39269 -0.74432
O -1.25273 -2.38146 -1.69808
C 1.10611 -3.51906 -1.45270
C 2.05399 -4.18783 -0.68849
C 3.02003 -4.95745 -1.31827
C 3.04431 -5.05496 -2.70233
C 2.09748 -4.38155 -3.45922
C 1.12641 -3.60982 -2.83769
H -0.95664 -4.37485 0.27362
H -1.46562 -2.85316 1.07906
H 0.16225 -3.48758 1.37316
H 2.05439 -4.10788 0.38947
H 3.75640 -5.48129 -0.72224
H 3.80184 -5.65543 -3.18979
H 2.11420 -4.45190 -4.53861
H 0.37898 -3.08113 -3.41093
F -1.66633 6.10666 -0.47364
C -2.53993 5.12313 -0.75258
C -2.12920 3.87661 -1.00369
N -2.99402 2.85796 -1.30843
C -2.44345 1.50810 -1.38207
C -1.81521 1.13422 -0.02775
O -2.43523 1.39573 0.99097
O -0.67415 0.55884 -0.11147
C -4.35410 3.05378 -1.32077
O -5.17079 2.19320 -1.55959
N -4.74099 4.36359 -1.06357
C -3.95329 5.46293 -0.75487
O -4.43304 6.55493 -0.53434
H -1.07977 3.61086 -0.98525
H -1.71758 1.46401 -2.19457
H -3.26933 0.83362 -1.60032
H -5.73987 4.51915 -1.06594
Te 1.35768 1.04251 -1.94540
C 0.48364 0.66689 -3.80683
C -0.47639 -0.25382 -4.12393
C -0.86380 -0.18737 -5.49192
C -0.19321 0.77162 -6.18669
S 0.89922 1.61762 -5.17744
H -0.87875 -0.95491 -3.40584
H -1.61180 -0.83079 -5.93126
H -0.28093 1.02243 -7.23038
```

Computed properties:
Multiplicity = 2
Charge = -1
⟨S²⟩ = 0.75
Energy above the lowest of the compared OMol25 structures with the same formula, charge and spin = 19.0 kcal per mole
Strongest force on any atom = 0.335 eV/Å
Electronic energy = -4650.1895 hartree
HOMO-LUMO gap (alpha / beta) = 6.417 / 5.273 eV



Here is a molecular structure, C29H62IN4O9PSi2 from the OMol25 dataset. Energies are from ωB97M-V/def2-TZVPD.

XYZ file:
```
108
Properties=species:S:1:pos:R:3
C -6.39617 -3.78151 3.19972
C -6.51447 -2.61229 2.00917
C -8.06181 -2.09658 1.81444
N -8.19983 -0.66836 1.32877
Si -7.34794 -0.52372 -0.28109
C -8.54538 0.27862 -1.55096
O -9.01075 -0.79796 -2.48793
N -8.27735 -0.56540 -3.62326
O -7.45491 -1.45835 -3.78762
O -5.74657 0.16864 -0.18834
Si -5.73504 1.87304 0.20625
C -3.92443 2.24675 0.87137
C -3.22840 3.54830 0.16127
C -1.61570 3.52156 0.57198
C -0.62588 3.35307 -0.72792
O 0.01423 2.00532 -0.67603
C -0.92055 1.01060 -1.24080
C -6.93336 2.42350 1.60182
C -6.74981 1.66582 3.03977
O -5.61125 1.27061 3.60956
O -8.00615 1.32518 3.78654
P -6.20426 3.17765 -1.55445
O -4.99545 2.80251 -2.80188
I -6.09540 5.57312 -0.92397
H -6.67466 -4.83264 2.70848
H -7.11617 -3.56516 4.10127
H -5.25992 -3.90472 3.54097
H -5.79410 -1.72479 2.35255
H -6.06310 -3.13172 1.03717
H -8.54390 -2.77768 0.96297
H -8.65246 -2.33863 2.80270
H -9.22399 -0.49181 1.22951
H -7.16266 -1.93084 -0.72363
H -8.08399 1.10453 -2.23823
H -9.55216 0.69038 -1.05878
H -3.88942 2.41983 2.02740
H -3.24770 1.30981 0.59426
H -3.25702 3.55751 -1.00834
H -3.67411 4.53952 0.65524
H -1.35427 4.48126 1.22231
H -1.45716 2.58874 1.25905
H 0.27543 4.12244 -0.60134
H -1.12791 3.58832 -1.76386
H -1.87212 1.50477 -1.73683
H -0.35143 0.42499 -2.11017
H -1.32143 0.27608 -0.40343
H -6.70709 3.57844 1.80301
H -8.08316 2.40079 1.28295
H -7.78875 0.71190 4.55244
H -5.19605 1.82239 -2.99632
C 2.97722 3.00277 -2.61636
C 3.76207 1.96861 -1.75775
C 3.94345 2.51559 -0.31507
C 4.98190 3.63337 -0.21661
C 6.30847 3.20736 -0.83882
C 6.15672 2.67660 -2.28901
N 5.07169 1.64744 -2.41972
O 5.55599 0.45198 -1.85592
C 5.87183 3.86661 -3.24753
C 7.54471 2.14843 -2.77529
C 2.80369 0.73359 -1.69832
H 1.89640 2.81333 -2.60367
H 3.09935 4.02970 -2.26338
H 3.27200 2.95921 -3.67111
H 4.24814 1.70314 0.35862
H 2.98519 2.88574 0.07279
H 4.61105 4.54619 -0.69607
H 5.14124 3.89095 0.83749
H 7.00105 4.05768 -0.81849
H 6.75777 2.43380 -0.20298
H 5.67561 3.51121 -4.26813
H 6.73658 4.53972 -3.30853
H 5.03659 4.49212 -2.93764
H 7.95276 1.36828 -2.12282
H 8.29056 2.95422 -2.78939
H 7.48192 1.74550 -3.79161
H 2.63214 0.32139 -2.69887
H 1.82799 1.01549 -1.28400
H 3.18143 -0.06983 -1.05648
C 5.58960 -5.50109 1.73936
C 4.33898 -5.19105 0.86613
C 4.78315 -4.53986 -0.47255
C 5.24036 -3.08908 -0.31866
C 4.18613 -2.25426 0.40253
C 3.74100 -2.87330 1.75398
N 3.38241 -4.32629 1.63659
O 2.12899 -4.39991 1.00015
C 4.87419 -2.69377 2.80264
C 2.57338 -2.01356 2.33659
C 3.74693 -6.60471 0.55248
H 5.96282 -6.52027 1.57759
H 6.43386 -4.84169 1.52369
H 5.36146 -5.43685 2.80946
H 3.95555 -4.56462 -1.19452
H 5.59621 -5.12245 -0.92557
H 6.19592 -3.04158 0.21547
H 5.42840 -2.65915 -1.30995
H 4.58005 -1.24305 0.56193
H 3.31884 -2.14184 -0.26059
H 4.62107 -3.19752 3.74529
H 5.02558 -1.63344 3.04219
H 5.84427 -3.05913 2.47039
H 1.72155 -1.93716 1.65144
H 2.90079 -0.98363 2.53111
H 2.21294 -2.42496 3.28529
H 3.43315 -7.11160 1.47173
H 4.49327 -7.24087 0.06115
H 2.88955 -6.56734 -0.12843
```

Computed properties:
Multiplicity = 3
⟨S²⟩ = 2.01
Energy above the lowest of the compared OMol25 structures with the same formula, charge and spin = 109.8 kcal per mole
Strongest force on any atom = 8.084 eV/Å
Electronic energy = -3256.0293 hartree
HOMO-LUMO gap = 7.605 eV



Here is a molecular structure, C38H34BrCrN6O3Si from the OMol25 dataset. Energies are from ωB97M-V/def2-TZVPD.

XYZ file:
```
84
Properties=species:S:1:pos:R:3
Cr 0.33682 0.14517 0.35942
O 1.47149 3.59319 2.32173
C 1.26474 2.63883 1.58174
N 0.45989 1.57940 1.74280
C -0.18366 1.25630 2.94753
C 0.05970 1.87376 4.17491
C -0.51438 1.36350 5.32799
C -1.31761 0.23607 5.26357
C -1.58294 -0.36597 4.04260
C -1.04517 0.14993 2.86387
N -1.22045 -0.43919 1.56402
C -2.44797 -0.99110 1.33598
O -3.38621 -0.99417 2.12885
C -2.75488 -1.65403 0.01071
C -3.40644 -2.88698 0.05002
C -3.77355 -3.47806 -1.14174
C -3.51332 -2.80694 -2.33096
C -2.89663 -1.57090 -2.26449
N -2.51646 -1.00495 -1.11755
C 2.01401 2.56065 0.27100
C 2.83180 3.59727 -0.14210
C 3.51803 3.46305 -1.33620
C 3.37403 2.29436 -2.07100
C 2.54001 1.30239 -1.59019
N 1.86959 1.43579 -0.44120
H 0.70115 2.73926 4.20752
H -0.32336 1.84598 6.27829
H -1.75599 -0.17632 6.16363
H -2.22633 -1.22952 4.00284
H -3.61446 -3.34627 1.00584
H -4.26619 -4.44221 -1.14865
H -3.79322 -3.22671 -3.28796
H -2.69026 -1.00054 -3.16592
H 2.90263 4.47050 0.49077
H 4.16223 4.25703 -1.69141
H 3.89605 2.14742 -3.00582
H 2.39243 0.36850 -2.11512
C 0.37929 -3.56376 -2.92927
Si 0.88714 -2.64264 -1.37002
C 2.74408 -2.90575 -1.18271
C 0.02260 -3.57639 0.00750
N 0.47434 -0.95373 -1.33296
C 0.02760 -0.23029 -2.42477
C 0.28222 -0.53009 -3.77043
C -0.26549 0.21367 -4.80867
C -1.07757 1.30306 -4.54720
C -1.30037 1.67603 -3.22408
C -0.72711 0.93876 -2.21509
O -0.85704 1.27957 -0.86219
C -1.50327 2.46078 -0.47531
C -2.65697 2.35354 0.27369
C -3.25182 3.51897 0.73784
C -2.69908 4.75616 0.44125
C -1.54519 4.83746 -0.32713
C -0.93560 3.68231 -0.79145
H 0.34096 -4.62392 -2.65894
H 1.08136 -3.46735 -3.75854
H -0.61367 -3.27533 -3.27927
H 2.99586 -3.91714 -1.51571
H 3.08653 -2.81542 -0.15015
H 3.32374 -2.20740 -1.79312
H 0.62512 -4.43659 0.31468
H -0.93335 -3.95348 -0.36121
H -0.19270 -2.97392 0.88810
H 0.91907 -1.36922 -4.00835
H -0.04799 -0.07043 -5.83080
H -1.51980 1.87565 -5.35074
H -1.91391 2.53401 -2.98661
H -3.06598 1.37933 0.50077
H -4.14750 3.45232 1.34092
H -3.16444 5.65945 0.81298
H -1.11029 5.80158 -0.55587
H -0.03511 3.72070 -1.39149
Br 5.82697 -0.95016 1.82438
C 4.00928 -1.29801 2.17008
C 3.62329 -2.11010 3.22244
C 2.27155 -2.33374 3.40098
C 1.36429 -1.74138 2.54017
N 1.74374 -0.95101 1.52999
C 3.05255 -0.73793 1.34945
H 4.36131 -2.55406 3.87638
H 1.90863 -2.95776 4.20493
H 0.30314 -1.89018 2.65784
H 3.34448 -0.11069 0.52242
```

Computed properties:
Multiplicity = 4
⟨S²⟩ = 3.78
Energy above the lowest of the compared OMol25 structures with the same formula, charge and spin = 0.0 kcal per mole
Strongest force on any atom = 0.162 eV/Å
Electronic energy = -5930.8906 hartree
HOMO-LUMO gap (alpha / beta) = 7.083 / 7.039 eV



Here is 3 unconnected molecules or ions with the total composition CH7O2S from the OMol25 dataset. Energies are from ωB97M-V/def2-TZVPD.

XYZ file:
```
11
Properties=species:S:1:pos:R:3
C 0.38907 0.01943 1.36419
S -0.38914 -0.37467 -0.25838
H 1.15543 0.79594 1.28714
H 0.83092 -0.83998 1.87382
H -0.39887 0.41018 2.01248
H -1.92422 1.23141 0.37727
H -1.58704 2.41251 -0.26448
O -2.07769 2.18627 0.53699
H 2.29786 -0.78353 -1.75472
H 1.44572 -1.60992 -0.89484
O 2.31303 -1.66928 -1.35102
```

Computed properties:
Charge = -1
Energy above the lowest of the compared OMol25 structures with the same formula, charge and spin = 2.8 kcal per mole
Strongest force on any atom = 0.764 eV/Å
Electronic energy = -591.0078 hartree
HOMO-LUMO gap = 7.327 eV



> Among the records above, which one has the lowest energy above the lowest of the compared OMol25 structures with the same formula, charge and spin?

C38H34BrCrN6O3Si



> What is the strongest force on any atom in the fourth record?

0.162 eV/Å



> Number 1 is which compound?

C4H7NO